Entry 1:
142
Properties=species:S:1:pos:R:3 method="wB97M-V/def2-TZVPD" energy_ev=-102032.82985
C -0.78443 -1.41922 -2.07186
C -0.88869 -1.20903 -0.54219
C 0.49956 -0.91996 0.03792
C 0.45940 -0.54098 1.52454
C 1.89806 -0.19383 1.97598
C 2.05736 -0.20476 3.52525
C 2.28878 1.22631 4.05049
C 0.98694 2.04695 4.05448
C 1.09472 3.43599 4.74110
C 1.07885 4.61817 3.73367
C 2.40358 5.38601 3.49908
C 3.72586 4.65354 3.82462
C 4.81282 4.87555 2.72014
C 4.91563 3.64912 1.76667
C 3.92051 3.80959 0.63832
C 4.30809 4.34303 -0.64636
C 3.39726 4.50846 -1.63726
C 2.03150 4.16356 -1.42051
N 1.01007 4.29189 -2.26443
S -0.30130 3.74436 -1.50979
N 0.33261 3.31179 -0.08143
C 1.62671 3.59752 -0.15874
C 2.62774 3.44056 0.83827
H -0.39860 -0.48850 -2.49448
H -1.75392 -1.68667 -2.49350
H -0.05717 -2.22221 -2.21924
H -1.26472 -2.13497 -0.10008
H -1.55743 -0.36531 -0.34754
H 0.99194 -0.12178 -0.53242
H 1.09965 -1.83281 -0.06879
H 0.07924 -1.35222 2.14635
H -0.17059 0.34862 1.61909
H 2.62328 -0.85396 1.49481
H 2.07045 0.82446 1.60989
H 2.97402 -0.77366 3.71655
H 1.21233 -0.69045 4.01750
H 2.72416 1.21727 5.05359
H 2.97142 1.67594 3.32231
H 0.25824 1.45089 4.61688
H 0.59274 2.12866 3.03721
H 0.17799 3.52963 5.33297
H 1.91533 3.47053 5.46100
H 0.34615 5.34532 4.09752
H 0.65424 4.23391 2.80290
H 2.35357 6.33448 4.04018
H 2.44023 5.67159 2.44286
H 3.63131 3.57603 3.94076
H 4.11436 5.09102 4.74786
H 4.56913 5.79388 2.18057
H 5.76651 5.03836 3.23052
H 4.73043 2.74010 2.33539
H 5.91862 3.68772 1.33257
H 5.35008 4.60130 -0.80435
H 3.66148 4.90147 -2.61289
H 2.35562 3.01036 1.79560
O -5.08063 -2.13981 -2.80110
P -6.13733 -2.30190 -3.87249
N -5.42128 -3.62518 -4.72609
C -4.36414 -3.51115 -5.70650
C -5.30313 -4.83772 -3.93015
N -5.97292 -0.73545 -4.57946
C -5.49451 -0.47218 -5.91648
C -5.56419 0.33555 -3.67520
N -7.62462 -2.53930 -4.68537
C -7.92255 -3.46609 -5.76280
C -8.68357 -1.56184 -4.45541
H -4.31696 -4.43431 -6.29205
H -3.37517 -3.32658 -5.26495
H -4.57048 -2.74033 -6.44455
H -6.29621 -5.18412 -3.61743
H -4.69946 -4.68603 -3.02724
H -4.85154 -5.64432 -4.50806
H -4.40920 -0.60994 -6.00095
H -5.71743 0.56100 -6.19643
H -6.00213 -1.09277 -6.65822
H -4.47791 0.36107 -3.52437
H -6.03798 0.22514 -2.70223
H -5.88348 1.30086 -4.07764
H -7.45306 -3.15205 -6.69898
H -9.00182 -3.51326 -5.92898
H -7.61610 -4.48349 -5.53681
H -8.74353 -0.84490 -5.27985
H -8.51477 -1.00531 -3.53501
H -9.65613 -2.05038 -4.34954
O -2.27525 -1.30125 3.31646
P -3.45477 -1.87633 4.05437
N -4.57094 -2.10034 2.76396
C -5.44192 -1.07736 2.22684
C -4.09626 -3.01528 1.73300
N -3.74093 -0.53736 5.11112
C -4.95017 0.25182 5.14373
C -2.58341 0.29733 5.41804
N -4.33017 -2.90885 5.09300
C -5.61090 -3.54545 4.84558
C -3.88740 -3.00989 6.47894
H -6.23532 -1.55268 1.64290
H -4.92210 -0.35356 1.58479
H -5.97340 -0.53970 3.00827
H -3.92658 -4.01154 2.16013
H -3.15763 -2.67830 1.27904
H -4.83371 -3.12915 0.93861
H -5.02394 0.93128 4.28503
H -4.97317 0.86398 6.04965
H -5.84249 -0.37652 5.19186
H -2.38710 1.04173 4.63564
H -1.68803 -0.30868 5.54013
H -2.74580 0.82080 6.36465
H -6.42809 -2.81905 4.86506
H -5.81171 -4.29532 5.61479
H -5.63561 -4.08089 3.90014
H -4.50685 -2.39270 7.13695
H -2.85314 -2.68732 6.58796
H -3.92960 -4.04386 6.83230
O 5.51062 -2.12978 -2.43394
P 6.38195 -0.98126 -2.86786
N 7.93479 -1.54789 -2.38131
C 8.48581 -1.42082 -1.05030
C 8.33299 -2.79017 -3.02754
N 5.64726 0.24987 -1.90778
C 6.31407 1.00490 -0.87433
C 4.24323 0.04543 -1.55345
N 7.05817 0.20307 -3.89500
C 8.45744 0.55372 -4.05476
C 6.14539 1.14457 -4.53415
H 9.56738 -1.58071 -1.09237
H 8.05559 -2.12906 -0.32905
H 8.38236 -0.41157 -0.65880
H 8.39214 -2.65049 -4.11369
H 7.62761 -3.60623 -2.83088
H 9.32077 -3.10724 -2.69254
H 6.47074 0.41009 0.03553
H 5.70732 1.87204 -0.59845
H 7.26901 1.41368 -1.21525
H 4.12415 -0.60962 -0.68160
H 3.69189 -0.39233 -2.38264
H 3.77483 1.00986 -1.33136
H 8.83856 1.08532 -3.17818
H 8.58403 1.20619 -4.92224
H 9.08648 -0.31201 -4.24477
H 6.13513 2.10381 -4.00697
H 5.12759 0.75851 -4.55193
H 6.42874 1.32359 -5.57511



Entry 2:
146
Properties=species:S:1:pos:R:3 method="wB97M-V/def2-TZVPD" charge=+1 energy_ev=-107503.15102
C 1.28154 -3.66325 4.25616
C 0.04004 -2.70973 4.40106
O 0.03979 -1.62583 3.44518
C 0.01268 -0.40183 4.16524
C 0.20456 0.88435 3.30566
O 1.46914 1.30901 2.87949
C 2.26142 0.81406 1.86387
C 3.47928 0.15748 2.69325
O 3.00890 -0.70927 3.71446
C 3.48638 -0.31277 5.00914
C 1.69474 -0.19437 0.79561
Cl 2.12984 -1.94557 1.19384
O 0.33057 -0.09009 0.55939
C -0.42242 -1.26725 0.29265
C -1.88084 -0.75600 -0.12831
C -2.31734 -1.31765 -1.55069
C -2.96000 -1.31319 0.89824
C -4.26915 -0.45468 0.94749
C -3.91124 0.99009 1.50565
C -5.18303 -1.12021 2.06270
O 2.36646 -0.10982 -0.49071
C 2.21771 1.15115 -1.15236
O 3.47663 1.34096 -1.85146
B 1.20501 1.03109 -2.42316
O -0.19777 0.80626 -2.25346
O 1.60519 1.10796 -3.78627
C 2.09380 -0.15093 -4.26064
C 1.14789 -1.37020 -3.99593
C 2.03123 2.35700 -0.16776
C 0.64133 3.05735 -0.07296
C 0.78746 4.65638 -0.18919
F -0.13262 2.82965 1.07932
N 2.76917 2.06340 1.11127
C 4.28727 2.03106 0.88296
P 2.64288 3.44675 2.32000
P 3.84365 5.10423 1.57370
O 3.93042 5.21062 0.07692
O 5.43095 4.88384 2.15387
O 3.33174 6.52328 2.29374
H 0.90340 -4.69512 4.05485
H 1.93468 -3.65367 5.16360
H 1.89207 -3.31802 3.39474
H 0.02826 -2.34386 5.45887
H -0.93302 -3.25147 4.26991
H -1.01156 -0.31248 4.62666
H 0.73422 -0.35031 5.02169
H -0.60223 0.85335 2.52328
H -0.18832 1.69375 3.98463
H 4.01653 0.94933 3.28102
H 4.16926 -0.42545 2.04663
H 4.59828 -0.30931 5.03995
H 3.01765 -1.00432 5.74246
H 3.05566 0.70711 5.21942
H -0.64326 -1.90081 1.18748
H -0.08091 -1.87547 -0.57867
H -1.91927 0.35696 -0.13036
H -1.47245 -1.72395 -2.14709
H -2.69161 -0.42508 -2.12069
H -3.18278 -2.01680 -1.49026
H -3.19236 -2.36793 0.59026
H -2.56152 -1.38741 1.94180
H -4.80052 -0.42861 -0.02766
H -3.71239 1.68534 0.66112
H -4.79889 1.32362 2.10272
H -3.06346 0.93006 2.22560
H -6.23022 -0.74890 2.03522
H -5.14945 -2.23398 1.95998
H -4.74539 -0.89119 3.06716
H 4.02713 0.56412 -1.68750
H -0.60694 1.51808 -2.76819
H 2.26212 -0.09369 -5.36490
H 3.09541 -0.39614 -3.81506
H 0.06174 -1.11767 -3.99464
H 1.30331 -2.22118 -4.70349
H 1.35651 -1.80070 -2.97500
H 2.66364 3.15610 -0.65039
H -0.07603 2.86873 -0.90398
H -0.19700 5.06974 -0.53066
H 0.98405 5.12543 0.79893
H 1.52582 4.94987 -0.96508
H 4.84948 2.32329 1.79792
H 4.59319 2.81683 0.14347
H 4.63370 1.07675 0.43718
H 3.30001 3.07272 3.54207
H 5.35629 4.43285 3.00813
H 4.11866 6.97439 2.64173
C 2.03213 -6.78183 -5.15494
C 1.47932 -5.64791 -4.30950
O 0.53706 -4.83797 -4.99362
C -0.64016 -5.48802 -5.44635
C -1.47117 -6.08959 -4.32667
H 2.43234 -6.39940 -6.09660
H 2.82847 -7.30168 -4.61945
H 1.26143 -7.51488 -5.40005
H 2.30056 -4.98529 -4.02753
H 1.05023 -6.02643 -3.37541
H -0.39142 -6.24192 -6.20094
H -1.23307 -4.72473 -5.95440
H -0.94920 -6.91524 -3.83840
H -2.41325 -6.47623 -4.71775
H -1.68545 -5.33982 -3.56205
C -1.81275 2.79278 8.71672
C -1.88289 2.74716 7.20054
O -2.51399 1.58171 6.69588
C -3.86886 1.38689 7.07390
C -4.79526 2.49613 6.60721
H -1.35533 1.88171 9.10806
H -1.22346 3.65118 9.04425
H -2.80453 2.87938 9.16344
H -0.86588 2.73865 6.80054
H -2.36648 3.64567 6.80208
H -3.94468 1.24055 8.15616
H -4.18056 0.44841 6.61147
H -4.57202 3.44195 7.10544
H -5.83321 2.24187 6.82573
H -4.68868 2.65914 5.53252
C -3.34273 4.16456 2.55326
C -2.81702 4.77762 1.26700
O -3.82112 5.40464 0.48972
C -4.50030 6.49009 1.10147
C -3.58911 7.64854 1.46831
H -4.17640 3.49053 2.34486
H -2.55271 3.60292 3.05732
H -3.70360 4.92793 3.24542
H -2.39661 3.98400 0.64593
H -1.99781 5.47630 1.47435
H -5.06485 6.14302 1.97328
H -5.23606 6.83573 0.37346
H -2.88408 7.37130 2.25544
H -4.17564 8.49424 1.82973
H -3.00472 7.96656 0.60256
C 4.16293 -5.40737 -10.57156
C 2.94091 -4.74547 -11.18429
O 1.73849 -5.46479 -10.96938
C 1.35041 -5.64346 -9.61879
C 1.09703 -4.34066 -8.88003
H 4.24523 -6.44431 -10.90345
H 5.06952 -4.87243 -10.86029
H 4.11318 -5.41521 -9.48066
H 3.07292 -4.69312 -12.26629
H 2.83574 -3.71292 -10.83360
H 2.08692 -6.25825 -9.08919
H 0.42459 -6.22164 -9.64357
H 2.01598 -3.76243 -8.75998
H 0.69619 -4.53859 -7.88408
H 0.38869 -3.71788 -9.43010



Entry 3:
176
Properties=species:S:1:pos:R:3 method="wB97M-V/def2-TZVPD" relative_energy_ev=0.541 energy_ev=-352028.58191
Cl 0.38716 -2.16006 4.05513
C 1.43142 -2.94509 5.27611
C 2.28409 -3.96054 4.46835
Cl 3.39106 -3.18365 3.36759
H 0.82246 -3.49536 5.99339
H 1.93652 -2.10608 5.75470
H 1.74503 -4.66931 3.83973
H 2.89154 -4.60623 5.10254
Cl -0.71093 -0.40119 -7.61498
C -0.49973 0.31231 -5.98307
C -1.29356 -0.44433 -4.85795
Cl -3.06710 -0.43339 -5.17714
H -0.92279 1.31594 -6.02591
H 0.56958 0.43630 -5.81185
H -1.15643 0.04907 -3.89574
H -0.93745 -1.47334 -4.80880
Cl 5.46598 1.71695 0.36411
C 5.83056 1.83538 2.10057
C 5.59995 3.26099 2.69191
Cl 3.94611 3.86932 2.56717
H 6.90124 1.64988 2.18612
H 5.18332 1.17061 2.67263
H 6.25013 3.98435 2.19986
H 5.87815 3.37124 3.74003
Cl 0.78102 2.53122 -8.19149
C 0.89162 4.25762 -7.69615
C 0.16261 4.47494 -6.31360
Cl 1.09643 3.78956 -4.97904
H 0.59259 4.92944 -8.50072
H 1.97016 4.36783 -7.58337
H -0.90933 4.28819 -6.24902
H 0.12967 5.55622 -6.18000
Cl -0.75102 0.94044 4.29070
C -1.65338 2.31504 4.88984
C -3.12246 2.29894 4.39928
Cl -3.16134 2.62719 2.62232
H -1.05833 3.17507 4.58267
H -1.67918 2.29892 5.97942
H -3.74126 3.06370 4.86867
H -3.63558 1.37819 4.67682
Cl -2.21652 -2.91891 0.29803
C -2.85462 -1.32730 0.71689
C -2.89350 -1.17150 2.21915
Cl -3.96441 -2.47582 2.90741
H -3.84258 -1.29524 0.25753
H -2.17715 -0.55639 0.34970
H -3.24550 -0.17888 2.50001
H -1.90317 -1.22884 2.67088
Cl 2.20509 1.14417 1.50791
C 1.17857 -0.19602 1.05722
C 1.00102 -0.12265 -0.47585
Cl 0.22796 1.39911 -0.98468
H 0.22635 -0.05556 1.56874
H 1.58722 -1.14230 1.41171
H 0.40644 -0.92732 -0.90838
H 1.96239 -0.11112 -0.98941
O 0.73438 -2.33082 -2.99210
S 1.44943 -3.52212 -2.56067
O 2.69742 -3.85624 -3.24102
O 1.78787 -3.34924 -0.94729
C 2.78326 -4.21361 -0.43927
C 3.98377 -3.33934 -0.27696
C 0.33266 -4.96037 -2.50388
H 3.03109 -5.09262 -1.03427
H 2.51592 -4.65045 0.52291
H 4.26409 -2.75839 -1.15560
H 4.88227 -3.89093 -0.00031
H 3.72244 -2.55180 0.42986
H -0.63115 -4.77145 -2.03114
H 0.88794 -5.79023 -2.06673
H 0.17835 -5.16616 -3.56310
O -7.07336 -2.97892 -1.22578
S -6.90719 -4.25500 -1.96819
O -8.00292 -4.84671 -2.73345
O -5.63123 -3.93879 -3.03751
C -4.46747 -3.16102 -2.54997
C -3.23754 -3.37700 -3.37956
C -6.07258 -5.61801 -0.97735
H -4.19739 -3.30609 -1.50398
H -4.68308 -2.09425 -2.61016
H -3.20648 -4.45917 -3.50621
H -2.28289 -3.12218 -2.91934
H -3.26126 -2.98466 -4.39622
H -5.20376 -5.20222 -0.46707
H -5.78023 -6.32042 -1.75789
H -6.71760 -5.99149 -0.18201
O 7.18440 -0.70719 -4.68400
S 5.97732 -1.32974 -4.12445
O 5.91958 -1.71157 -2.75555
O 4.61695 -0.42044 -4.48918
C 3.38876 -0.62641 -3.77984
C 2.74609 0.75467 -3.78444
C 5.50603 -2.74153 -5.11640
H 3.55238 -1.07081 -2.79809
H 2.74142 -1.29348 -4.34911
H 1.80102 0.77812 -3.24185
H 2.41188 1.01802 -4.78796
H 3.32263 1.50614 -3.24501
H 5.27674 -2.39037 -6.12249
H 4.60893 -3.23507 -4.74261
H 6.33140 -3.45230 -5.15747
O 0.15163 -5.30676 1.09191
S -0.93587 -6.10041 1.64004
O -2.07110 -6.35865 0.79926
O -0.38324 -7.58108 2.14927
C -1.28450 -8.41547 2.90661
C -0.90772 -9.84392 2.52899
C -1.44404 -5.42010 3.27595
H -2.32864 -8.18504 2.69499
H -1.16126 -8.34152 3.98710
H -1.58671 -10.56976 2.97647
H 0.14130 -10.08944 2.69446
H -1.04641 -10.07530 1.47290
H -0.67059 -5.59112 4.02470
H -2.35809 -5.94319 3.55700
H -1.62200 -4.35302 3.14263
O -4.28179 8.34440 0.12779
S -4.06917 6.91286 0.17987
O -4.33015 5.96970 -0.93791
O -2.54911 6.59926 0.81791
C -2.05621 5.31166 0.58942
C -1.05212 5.08036 1.71473
C -4.92805 6.26225 1.67540
H -1.61224 5.24628 -0.40391
H -2.76157 4.48078 0.60319
H -0.51723 4.14571 1.54614
H -1.43230 5.18491 2.73091
H -0.24502 5.81133 1.66617
H -5.49044 5.34896 1.48117
H -5.62943 6.98041 2.10014
H -4.13934 6.08929 2.40760
O 0.82755 6.71374 -2.62216
S 2.16816 7.28813 -2.39313
O 2.36678 8.73662 -2.37356
O 2.83490 6.68492 -0.98290
C 2.17140 5.52278 -0.43638
C 2.62906 4.17597 -1.11686
C 3.34863 6.46380 -3.56951
H 1.11296 5.54901 -0.17734
H 2.68508 5.50359 0.52480
H 2.36408 3.32237 -0.49296
H 3.71809 4.22104 -1.12650
H 2.22977 4.06438 -2.12493
H 4.28248 6.98943 -3.37014
H 2.99674 6.64835 -4.58450
H 3.54104 5.40513 -3.39549
O -6.34933 0.21686 1.77870
S -6.18509 1.32379 0.83654
O -6.43723 2.71554 1.28666
O -4.73484 1.12053 0.10206
C -4.26164 2.17377 -0.73582
C -2.88278 1.94579 -1.38931
C -7.33429 1.01991 -0.49854
H -4.11529 3.07979 -0.14775
H -4.97229 2.50699 -1.49215
H -2.21171 1.60748 -0.59981
H -2.56932 2.95214 -1.66698
H -2.84780 1.37123 -2.31492
H -7.07280 1.67536 -1.32927
H -8.35858 1.32343 -0.28220
H -7.23596 -0.00973 -0.84246
O 4.42833 -1.49226 6.27707
S 5.05078 -0.25129 5.76961
O 6.31154 -0.23734 5.07179
O 3.91358 0.64804 4.92862
C 2.55829 0.78007 5.50232
C 2.18693 2.20737 5.83324
C 5.22432 1.05459 7.08650
H 2.36811 0.15216 6.37275
H 1.88792 0.31140 4.78187
H 2.65668 2.49816 6.77286
H 1.10755 2.20670 5.98499
H 2.53122 3.02961 5.20595
H 6.27241 0.94005 7.36308
H 4.57199 0.77668 7.91435
H 5.00748 2.07035 6.75588



no.,LUMO (hartree)
1,-0.012
2,-0.128
3,-0.004